(1)
# C9H19PS2

2 unconnected molecules or ions with the total composition C9H19PS2 (ωB97M-V/def2-TZVPD, the Open Molecules 2025 dataset).

Atoms and positions in Å:
C 3.834 -0.278 0.521
C 3.658 1.018 0.410
C 3.162 -0.924 1.694
C 4.192 -1.154 -0.688
C -0.053 0.920 -1.333
C -3.974 1.982 1.059
C -3.378 -2.136 1.005
C 0.077 0.694 0.117
C -2.761 1.665 0.293
P -1.596 0.414 1.057
S -2.085 -1.326 -0.093
S 3.493 2.529 0.653
H 2.105 -0.547 1.936
H 3.098 -1.983 1.437
H 3.497 -0.740 2.702
H 4.485 -0.602 -1.623
H 4.986 -1.919 -0.453
H 3.253 -1.723 -0.823
H 0.815 1.455 -1.847
H -0.303 -0.047 -1.879
H -0.841 1.530 -1.418
H -4.549 2.708 0.414
H -4.583 1.048 1.373
H -3.586 2.636 1.962
H -3.188 -3.172 1.234
H -4.201 -2.232 0.251
H -3.681 -1.456 1.865
H 0.673 1.555 0.516
H 0.656 -0.171 0.343
H -2.041 2.581 0.162
H -3.000 1.093 -0.684

Summary:
HOMO energy: -7.99 eV
SMILES: CC(C)=C=S.CCP(CC)SC
Spin multiplicity: 1
Maximum force: 4.1 eV/A
Energy above the lowest of the compared OMol25 structures with the same formula, charge and spin: 16.0 kcal/mol
HOMO-LUMO gap: 8.05 eV
Total energy: -40597.4687 eV

Charges per atom according to natural (NBO) partitioning, unit e: number 1, C, carries -0.20; number 2, C, carries -0.05; number 3, C, carries -0.62; number 4, C, carries -0.61; number 5, C, carries -0.62; number 6, C, carries -0.63; number 7, C, carries -0.72; number 8, C, carries -0.67; number 9, C, carries -0.74; number 10, P, carries 0.66; number 11, S, carries -0.15; number 12, S, carries 0.14; number 13, H, carries 0.22; number 14, H, carries 0.22; number 15, H, carries 0.23; number 16, H, carries 0.23; number 17, H, carries 0.22; number 18, H, carries 0.22; number 19, H, carries 0.21; number 20, H, carries 0.21; number 21, H, carries 0.20; number 22, H, carries 0.22; number 23, H, carries 0.22; number 24, H, carries 0.21; number 25, H, carries 0.22; number 26, H, carries 0.22; number 27, H, carries 0.23; number 28, H, carries 0.23; number 29, H, carries 0.22; number 30, H, carries 0.22; number 31, H, carries 0.23

***

(2)
# C14H27NO4

3 unconnected molecules or ions with the total composition C14H27NO4 (ωB97M-V/def2-TZVPD, the Open Molecules 2025 dataset).

Atoms and positions in Å:
C 1.594 -0.445 -2.979
C 0.477 -1.500 -3.036
N 0.089 -1.990 -1.667
C -0.745 -0.937 -1.059
C -1.074 -1.235 0.450
C -0.306 -3.379 -1.455
C -1.816 -3.619 -1.896
H 2.524 -1.006 -2.893
H 1.513 0.176 -2.086
H 1.567 0.189 -3.865
H -0.322 -1.234 -3.729
H 0.989 -2.322 -3.535
H -0.191 -0.008 -1.198
H -1.662 -0.810 -1.634
H -1.901 -1.913 0.661
H -0.150 -1.433 0.994
H -1.323 -0.253 0.851
H -0.253 -3.673 -0.407
H 0.466 -3.976 -1.940
H -2.084 -3.150 -2.843
H -2.528 -3.271 -1.147
H -2.029 -4.686 -1.966
O 2.383 0.003 5.406
C 1.740 0.211 4.433
O 2.375 0.836 3.346
C 1.509 0.980 2.289
C 0.239 0.130 2.557
C 0.288 -0.108 4.053
H 2.044 0.681 1.388
H 1.274 2.044 2.249
H 0.347 -0.745 1.916
H -0.683 0.572 2.178
H 0.043 -1.103 4.425
H -0.274 0.700 4.523
O -2.794 2.660 -0.840
C -1.677 2.906 -0.496
O -1.402 4.100 -0.109
C -0.098 4.135 0.481
C 0.648 2.939 -0.264
C -0.480 1.919 -0.599
H -0.124 4.063 1.569
H 0.265 5.127 0.216
H 1.437 2.633 0.423
H 1.148 3.227 -1.189
H -0.720 1.054 0.020
H -0.322 1.510 -1.596

Summary:
HOMO energy: -8.37 eV
SMILES: CCN(CC)CC.O=C1CCCO1.O=C1CCCO1
Spin multiplicity: 1
Maximum force: 3.8 eV/A
Energy above the lowest of the compared OMol25 structures with the same formula, charge and spin: 49.2 kcal/mol
HOMO-LUMO gap: 8.82 eV
Total energy: -24633.1399 eV

Charges per atom according to natural (NBO) partitioning, unit e: number 1, C, carries -0.61; number 2, C, carries -0.23; number 3, N, carries -0.46; number 4, C, carries -0.24; number 5, C, carries -0.59; number 6, C, carries -0.20; number 7, C, carries -0.64; number 8, H, carries 0.21; number 9, H, carries 0.19; number 10, H, carries 0.21; number 11, H, carries 0.17; number 12, H, carries 0.20; number 13, H, carries 0.21; number 14, H, carries 0.17; number 15, H, carries 0.22; number 16, H, carries 0.19; number 17, H, carries 0.19; number 18, H, carries 0.19; number 19, H, carries 0.20; number 20, H, carries 0.21; number 21, H, carries 0.20; number 22, H, carries 0.21; number 23, O, carries -0.54; number 24, C, carries 0.79; number 25, O, carries -0.50; number 26, C, carries -0.06; number 27, C, carries -0.42; number 28, C, carries -0.53; number 29, H, carries 0.19; number 30, H, carries 0.16; number 31, H, carries 0.21; number 32, H, carries 0.21; number 33, H, carries 0.25; number 34, H, carries 0.24; number 35, O, carries -0.58; number 36, C, carries 0.78; number 37, O, carries -0.46; number 38, C, carries -0.08; number 39, C, carries -0.44; number 40, C, carries -0.53; number 41, H, carries 0.18; number 42, H, carries 0.20; number 43, H, carries 0.22; number 44, H, carries 0.22; number 45, H, carries 0.24; number 46, H, carries 0.24

***

(3)
# C3H5NO4

A single C3H5NO4 molecule (ωB97M-V/def2-TZVPD, the Open Molecules 2025 dataset).

Atoms and positions in Å:
C -0.992 0.034 0.616
C 0.900 -0.507 -1.046
C 0.283 -0.759 0.411
O -1.427 1.011 -0.223
O 0.118 -0.071 -2.103
N 0.003 0.828 1.678
O 0.335 0.388 2.750
O 0.659 -1.673 1.102
H -1.009 1.845 0.045
H -0.117 0.856 -1.955
H -1.796 -0.649 0.908
H 1.739 0.171 -0.828
H 1.304 -1.472 -1.356

Summary:
HOMO energy: -9.02 eV
SMILES: O=N[C@@H](O)C(=O)CO
Spin multiplicity: 1
Maximum force: 5.8 eV/A
Energy above the lowest of the compared OMol25 structures with the same formula, charge and spin: 131.3 kcal/mol
HOMO-LUMO gap: 7.61 eV
Total energy: -12867.1801 eV

Charges per atom according to natural (NBO) partitioning, unit e: number 1, C, carries 0.07; number 2, C, carries -0.16; number 3, C, carries 0.51; number 4, O, carries -0.69; number 5, O, carries -0.69; number 6, N, carries 0.09; number 7, O, carries -0.20; number 8, O, carries -0.49; number 9, H, carries 0.49; number 10, H, carries 0.48; number 11, H, carries 0.22; number 12, H, carries 0.17; number 13, H, carries 0.21